This record from the OMol25 dataset describes 11 unconnected molecules or ions with the total composition C58H116F30N11O24S10. The level of theory is wB97M-V/def2-TZVPD.

- E_tot: -317415.0067 eV
- Frontier orbital gap: 6.84 eV
- Total charge: +1

The geometry in XYZ format:
```
249
Properties=species:S:1:pos:R:3:mulliken_charge:R:1
C 5.94 -2.84 1.25 -1.323
C 6.04 -2.71 -0.24 -0.092
N 7.46 -2.65 -0.66 0.944
C 8.15 -3.84 -0.19 -1.138
C 7.55 -2.71 -2.13 0.283
C 6.52 -3.66 -2.83 -1.435
C 8.28 -1.45 -0.17 -1.454
C 7.56 -0.11 -0.08 1.158
O 6.71 -0.10 1.05 -0.247
C 6.21 1.17 1.39 0.539
H 6.05 -3.83 1.63 0.515
H 4.93 -2.54 1.51 -0.167
H 6.59 -2.10 1.75 0.244
H 5.57 -1.85 -0.69 -0.201
H 5.75 -3.64 -0.66 0.953
H 8.16 -3.90 0.90 0.409
H 9.20 -3.72 -0.52 0.498
H 7.74 -4.76 -0.62 0.301
H 8.57 -3.02 -2.34 0.660
H 7.48 -1.75 -2.61 -0.409
H 5.56 -3.24 -3.12 0.130
H 6.32 -4.63 -2.39 0.434
H 6.91 -3.95 -3.82 0.497
H 9.16 -1.35 -0.83 0.491
H 8.61 -1.78 0.83 0.471
H 7.09 0.20 -1.00 -1.194
H 8.42 0.58 0.05 0.793
H 6.99 1.80 1.80 0.409
H 5.42 0.97 2.11 -1.209
H 5.75 1.58 0.49 0.200
C -0.41 4.53 9.39 -1.150
C -1.34 4.90 8.27 -0.398
N -1.06 4.26 7.01 0.047
C -2.07 4.75 6.04 -1.146
C 0.31 4.56 6.52 -0.018
C 0.67 6.05 6.31 -1.288
C -1.16 2.81 7.09 -0.680
C -1.34 2.02 5.85 -1.121
O -0.24 2.03 5.01 0.146
C -0.70 1.58 3.64 -1.163
H -0.91 4.57 10.35 0.390
H 0.47 5.21 9.40 0.302
H 0.02 3.54 9.29 0.287
H -1.35 5.98 8.16 0.442
H -2.33 4.62 8.62 0.597
H -3.01 4.25 6.19 0.496
H -1.77 4.58 5.01 0.325
H -2.18 5.83 6.16 0.488
H 0.40 3.93 5.59 0.057
H 0.99 4.07 7.22 0.457
H -0.08 6.73 5.87 0.278
H 1.58 6.12 5.70 0.409
H 0.98 6.45 7.27 0.370
H -1.97 2.64 7.82 0.310
H -0.17 2.39 7.39 0.288
H -2.24 2.19 5.26 0.822
H -1.42 0.98 6.14 0.346
H 0.20 1.76 3.07 0.168
H -1.53 2.22 3.38 0.557
H -1.04 0.53 3.78 0.269
C 4.01 -2.90 6.81 -1.767
C 4.09 -2.12 5.54 -0.148
N 3.43 -0.81 5.55 0.283
C 3.96 -0.02 6.61 -1.194
C 3.90 -0.14 4.26 0.143
C 3.48 1.27 4.00 -1.635
C 1.98 -0.92 5.75 -1.066
C 1.20 -1.69 4.67 1.146
O 1.47 -3.02 4.93 -0.435
C 0.65 -3.94 4.16 -0.491
H 4.52 -3.84 6.70 0.450
H 3.04 -3.14 7.17 0.403
H 4.56 -2.51 7.68 0.386
H 3.72 -2.71 4.69 0.196
H 5.14 -1.91 5.42 0.686
H 3.57 -0.47 7.52 0.490
H 3.63 1.00 6.47 0.411
H 5.02 -0.17 6.61 0.367
H 3.64 -0.80 3.47 0.212
H 4.98 -0.22 4.39 0.561
H 2.44 1.57 4.15 -0.156
H 3.56 1.48 2.94 0.329
H 4.11 2.02 4.44 0.816
H 1.67 0.12 5.79 0.683
H 1.84 -1.35 6.74 0.445
H 1.32 -1.36 3.68 -0.992
H 0.16 -1.44 4.86 0.581
H 0.77 -3.71 3.10 0.041
H -0.37 -3.80 4.56 0.264
H 0.95 -4.95 4.39 0.379
C -0.90 -6.03 -4.47 -1.476
C 0.40 -5.50 -3.86 -0.745
N 0.30 -4.46 -2.83 1.488
C -0.19 -5.12 -1.64 -1.217
C 1.67 -3.90 -2.54 0.538
C 2.75 -4.92 -2.16 -1.234
C -0.59 -3.33 -3.21 0.188
C -0.34 -2.70 -4.53 -0.795
O 0.82 -1.88 -4.36 -0.305
C 0.77 -0.44 -4.65 -0.272
H -0.63 -6.52 -5.39 0.472
H -1.65 -5.28 -4.77 0.219
H -1.34 -6.80 -3.83 0.390
H 0.98 -5.05 -4.65 0.619
H 1.08 -6.22 -3.49 0.656
H -1.20 -5.51 -1.81 0.404
H -0.19 -4.32 -0.91 0.205
H 0.55 -5.88 -1.33 0.407
H 1.61 -3.10 -1.83 -0.785
H 1.80 -3.39 -3.49 0.705
H 3.48 -4.32 -1.56 -0.170
H 3.20 -5.35 -3.05 0.506
H 2.42 -5.68 -1.48 0.413
H -0.42 -2.66 -2.39 -0.272
H -1.62 -3.74 -3.24 0.301
H -1.24 -2.11 -4.73 -0.351
H -0.19 -3.37 -5.34 0.421
H 0.35 -0.23 -5.63 0.534
H 1.77 -0.02 -4.40 0.017
H -0.06 -0.11 -4.00 -0.038
C -3.42 -5.54 1.56 -1.129
C -4.44 -5.57 0.41 0.129
C -5.58 -4.63 0.83 -0.264
N -6.88 -4.58 0.04 0.385
C -7.92 -5.49 0.66 -1.019
C -7.37 -3.17 -0.02 -1.255
C -6.46 -2.44 -1.08 0.459
C -6.01 -3.63 -2.00 0.752
C -6.72 -4.85 -1.49 -1.104
H -2.59 -6.23 1.32 0.355
H -3.97 -5.91 2.47 0.440
H -3.06 -4.51 1.76 0.036
H -4.82 -6.57 0.19 0.438
H -4.04 -5.16 -0.53 -0.083
H -5.18 -3.60 0.88 -0.223
H -5.90 -4.87 1.84 0.498
H -7.62 -6.54 0.58 0.358
H -8.84 -5.39 0.11 0.424
H -8.05 -5.36 1.71 0.346
H -8.44 -3.24 -0.27 0.232
H -7.30 -2.77 1.00 0.659
H -7.05 -1.70 -1.64 0.690
H -5.65 -1.90 -0.60 -0.758
H -6.17 -3.47 -3.08 0.411
H -4.95 -3.64 -1.92 -0.619
H -7.68 -4.85 -2.02 0.465
H -6.17 -5.77 -1.70 0.392
C -3.21 7.47 -2.66 -1.707
C -3.11 6.01 -2.18 0.472
C -3.95 5.14 -3.15 -1.292
N -3.81 3.62 -2.98 1.902
C -4.89 2.97 -3.81 -1.508
C -3.94 3.09 -1.56 -0.778
C -2.78 2.14 -1.36 1.270
C -1.68 2.66 -2.25 -0.983
C -2.46 3.20 -3.48 0.440
H -3.15 7.59 -3.73 0.363
H -2.41 8.11 -2.23 0.277
H -4.20 7.85 -2.38 0.505
H -3.53 6.05 -1.17 0.257
H -2.07 5.65 -2.08 0.051
H -3.59 5.34 -4.16 0.514
H -4.98 5.40 -2.99 0.527
H -5.89 3.24 -3.44 0.367
H -4.85 1.88 -3.75 0.323
H -4.78 3.21 -4.86 0.624
H -4.86 2.54 -1.45 -0.144
H -3.90 3.91 -0.86 -0.014
H -3.05 1.15 -1.66 -1.138
H -2.49 2.06 -0.32 0.810
H -0.92 1.99 -2.60 0.187
H -1.23 3.51 -1.74 0.249
H -2.69 2.35 -4.13 -1.148
H -1.93 3.97 -4.05 0.438
C 8.94 1.89 -2.70 0.563
F 9.76 2.19 -3.71 -0.236
F 8.91 0.52 -2.57 -0.185
F 9.53 2.35 -1.54 -0.263
S 7.16 2.62 -2.76 0.952
O 6.64 2.46 -1.38 -0.586
O 7.25 3.91 -3.39 -0.614
N 6.54 1.54 -3.67 -0.681
S 5.39 0.49 -3.54 0.834
O 5.51 -0.35 -2.38 -0.144
O 4.11 0.93 -3.97 -0.443
C 5.97 -0.52 -4.95 0.375
F 7.16 -1.15 -4.73 -0.226
F 5.11 -1.61 -5.13 -0.196
F 6.12 0.19 -6.07 -0.159
C -2.91 1.76 -6.98 0.578
F -2.10 1.06 -6.18 -0.176
F -3.01 2.99 -6.43 -0.219
F -2.31 1.86 -8.16 -0.237
S -4.71 1.06 -7.09 1.025
O -5.68 2.01 -6.60 -0.585
O -4.77 0.89 -8.54 -0.680
N -4.64 -0.17 -6.13 -0.152
S -4.24 -1.57 -5.65 0.937
O -5.33 -2.46 -5.47 -0.727
O -3.02 -2.17 -6.01 -0.626
C -3.98 -1.08 -3.88 -0.080
F -5.05 -0.51 -3.25 -0.126
F -3.45 -1.99 -2.98 0.185
F -2.99 -0.04 -3.83 0.136
C -8.45 2.81 -0.65 0.615
F -8.40 3.73 0.29 -0.212
F -9.52 2.93 -1.47 -0.211
F -7.36 2.84 -1.45 -0.212
S -8.55 1.15 0.17 0.935
O -9.76 1.06 0.98 -0.681
O -8.42 0.16 -0.88 -0.599
N -7.26 1.39 1.08 -0.652
S -5.93 0.61 1.26 1.022
O -6.10 -0.62 1.92 -0.729
O -5.08 0.71 0.13 0.055
C -5.20 1.74 2.51 0.249
F -6.02 2.02 3.47 -0.222
F -4.06 1.24 3.13 -0.225
F -4.87 2.88 1.92 -0.215
C 1.51 3.39 -3.57 0.325
F 1.38 3.20 -2.22 -0.204
F 2.04 2.28 -4.11 -0.082
F 0.37 3.58 -4.14 -0.192
S 2.65 4.91 -3.74 1.094
O 3.65 4.74 -2.69 -0.667
O 3.17 4.87 -5.09 -0.685
N 1.66 6.01 -3.33 -0.218
S 0.68 7.09 -3.88 0.820
O 1.32 7.95 -4.78 -0.657
O -0.64 6.64 -4.03 -0.495
C 0.68 8.09 -2.29 0.653
F 0.02 7.41 -1.32 -0.250
F 1.83 8.37 -1.74 -0.228
F 0.01 9.28 -2.37 -0.254
C 2.29 -0.30 -0.49 -0.012
F 3.45 0.24 -0.23 -0.159
F 1.32 0.68 -0.50 -0.111
F 2.31 -0.96 -1.69 0.036
S 1.89 -1.55 0.89 1.047
O 2.67 -2.77 0.75 -0.941
O 2.16 -0.67 2.01 -0.605
N 0.36 -1.93 0.73 -0.458
S -0.93 -1.24 1.37 1.287
O -1.27 -1.84 2.63 -0.779
O -1.01 0.21 1.20 0.114
C -2.22 -1.84 0.17 -0.623
F -2.07 -3.21 0.03 -0.036
F -3.41 -1.59 0.62 -0.038
F -2.03 -1.28 -1.01 0.110
```